{
  "formula": "C44H51Ge2N2PSW",
  "method": "the ωB97M-V functional and the def2-TZVPD basis",
  "de_lowest_kcal_mol": 17.2,
  "total_charge": 3,
  "mol_weight_g_mol": 1000.01,
  "multiplicity": 2,
  "homo_lumo_gap_ev": [5.134, 4.882],
  "species": ["W", "C", "C", "C", "C", "C", "C", "H", "H", "H", "H", "H", "H", "C", "C", "C", "C", "C", "C", "P", "C", "C", "C", "C", "C", "C", "C", "C", "C", "C", "C", "C", "H", "H", "H", "H", "H", "H", "H", "H", "H", "H", "H", "H", "H", "H", "C", "N", "C", "C", "S", "N", "C", "C", "H", "H", "H", "H", "H", "H", "H", "H", "H", "H", "H", "H", "C", "Ge", "C", "C", "Ge", "C", "C", "C", "C", "C", "C", "C", "C", "C", "C", "C", "C", "H", "H", "H", "H", "H", "H", "H", "H", "H", "H", "H", "H", "H", "H", "H", "H", "H", "H", "H"],
  "coordinates": [[0.56928, -0.54194, -0.05124], [1.05450, -2.86397, -0.39192], [0.05390, -2.46127, -1.31441], [0.36759, -1.49243, -2.28372], [1.56917, -0.78708, -2.19739], [2.53456, -1.12405, -1.22082], [2.30059, -2.24134, -0.39550], [0.87809, -3.69144, 0.27659], [-0.88051, -2.99534, -1.37515], [-0.33208, -1.27000, -3.07525], [1.78955, -0.03194, -2.93089], [3.49258, -0.62436, -1.18687], [3.09401, -2.60036, 0.24728], [0.83530, -3.58707, 5.07247], [1.57506, -4.02442, 3.97843], [1.98523, -3.11198, 3.02013], [1.67029, -1.75470, 3.15498], [0.92860, -1.32335, 4.25323], [0.51456, -2.24342, 5.20612], [2.20448, -0.59057, 1.90644], [3.97832, -0.59344, 1.72629], [4.53442, 0.40122, 0.90987], [5.90711, 0.50420, 0.77829], [6.73317, -0.38343, 1.46246], [6.18982, -1.36204, 2.28012], [4.81260, -1.47272, 2.41792], [1.56779, 0.99974, 2.21860], [1.92954, 1.97279, 3.14204], [1.02994, 3.00202, 3.35382], [-0.20756, 2.99232, 2.69812], [-0.52949, 2.03284, 1.75672], [0.41674, 1.05206, 1.40852], [0.52512, -4.29458, 5.82973], [1.84498, -5.06799, 3.88663], [2.58956, -3.46807, 2.19238], [0.67228, -0.27929, 4.37975], [-0.04697, -1.90513, 6.06646], [3.89878, 1.12339, 0.40738], [6.33742, 1.28007, 0.15993], [7.80732, -0.29860, 1.36603], [6.83935, -2.03518, 2.82259], [4.40597, -2.22415, 3.08073], [2.84915, 1.90072, 3.70896], [1.24881, 3.77971, 4.07342], [-0.93283, 3.75979, 2.93668], [-1.51317, 2.04839, 1.31713], [-3.00774, -4.35586, -0.21385], [-2.26919, -3.47828, 0.70395], [-1.36069, -4.17076, 1.61955], [-2.52295, -2.17060, 0.81514], [-1.32394, -0.93894, 1.33268], [-3.75905, -1.70805, 0.70433], [-4.10697, -0.29860, 0.44511], [-4.95115, -2.51716, 1.02672], [-2.27614, -4.95455, -0.76038], [-3.57527, -3.76212, -0.92462], [-3.67235, -5.03795, 0.31466], [-1.94392, -4.72903, 2.35461], [-0.72482, -3.45987, 2.14466], [-0.76217, -4.88911, 1.05884], [-3.26276, 0.24235, 0.03683], [-4.44097, 0.16390, 1.37364], [-4.92095, -0.29297, -0.27880], [-4.66622, -3.39328, 1.59768], [-5.49193, -2.80085, 0.12546], [-5.59186, -1.88877, 1.64204], [0.36624, 4.25048, -3.55043], [1.27803, 2.65449, -2.94698], [2.82096, 3.00774, -1.80760], [1.78310, 1.57297, -4.49589], [-0.46199, 1.47322, -1.52211], [-1.74386, 0.64917, -2.79179], [-2.56743, -0.44183, -2.51726], [-3.53687, -0.86474, -3.41652], [-3.70297, -0.19364, -4.62031], [-2.89402, 0.89479, -4.91073], [-1.92274, 1.31034, -4.00665], [-1.42964, 3.02798, -0.86702], [-2.81336, 3.12418, -0.98383], [-3.46853, 4.30166, -0.63161], [-2.74661, 5.38462, -0.15812], [-1.36134, 5.30303, -0.04625], [-0.71262, 4.13072, -0.39293], [1.08670, 5.07034, -3.52353], [-0.48232, 4.51998, -2.93086], [0.03522, 4.12409, -4.58087], [3.72877, 3.07102, -2.40969], [2.94414, 2.21529, -1.06716], [2.71539, 3.95523, -1.27944], [1.88379, 2.25500, -5.34252], [1.02812, 0.83822, -4.77861], [2.75406, 1.08902, -4.37908], [-2.45265, -0.98553, -1.58776], [-4.16804, -1.71531, -3.18634], [-4.45616, -0.51497, -5.32677], [-3.01873, 1.42560, -5.84525], [-1.32750, 2.17800, -4.26505], [-3.39454, 2.30642, -1.39380], [-4.54235, 4.37749, -0.74113], [-3.25698, 6.30076, 0.10735], [-0.79330, 6.15552, 0.30274], [0.36813, 4.08555, -0.29741]],
  "forces_ev_per_a": [[-0.9, -0.5, 1.4], [0.0, -0.3, -0.4], [0.2, -0.1, -0.1], [0.0, -0.3, -0.1], [0.4, -0.3, -0.3], [0.1, 0.1, -0.4], [-0.1, -0.2, 0.0], [-0.1, 0.1, 0.1], [-0.1, 0.0, 0.1], [0.0, 0.0, 0.1], [0.0, 0.1, 0.0], [0.0, 0.1, 0.0], [0.0, 0.1, 0.0], [0.0, 0.0, 0.0], [0.0, 0.1, 0.0], [0.0, -0.1, 0.0], [0.1, -0.2, 0.0], [-0.1, 0.0, 0.0], [0.0, 0.0, 0.0], [0.1, 0.1, -0.3], [0.2, 0.0, 0.0], [0.0, 0.1, 0.0], [0.0, -0.1, 0.0], [0.0, 0.0, 0.0], [0.0, 0.0, 0.0], [0.0, 0.0, 0.0], [0.1, 0.5, 0.0], [-0.1, -0.1, 0.0], [-0.1, 0.1, 0.0], [0.0, 0.0, 0.1], [0.1, -0.2, 0.2], [-0.2, 0.2, 0.1], [0.0, 0.0, 0.0], [0.0, 0.0, 0.0], [0.0, 0.0, 0.0], [0.0, 0.0, 0.0], [0.0, 0.0, 0.0], [0.0, 0.0, 0.1], [0.0, 0.0, 0.0], [0.0, 0.0, 0.0], [0.0, 0.0, 0.0], [0.0, 0.0, 0.0], [0.0, 0.0, 0.0], [0.0, 0.0, 0.0], [0.0, 0.0, 0.0], [0.0, 0.0, -0.1], [0.0, 0.1, 0.1], [0.1, 0.1, 0.1], [0.1, 0.0, -0.1], [-0.6, 0.2, 0.1], [0.2, -0.4, -0.2], [0.0, 0.1, -0.1], [0.1, -0.2, 0.1], [0.2, 0.0, -0.1], [0.0, 0.0, 0.0], [0.0, 0.0, 0.0], [0.0, 0.0, 0.0], [0.0, 0.0, 0.0], [0.0, 0.0, 0.0], [0.0, 0.0, 0.0], [0.0, 0.1, 0.0], [0.0, 0.0, 0.0], [0.0, 0.1, 0.0], [0.0, -0.1, 0.0], [0.0, 0.0, 0.0], [0.0, 0.0, 0.0], [0.0, 0.3, -0.2], [-0.1, -0.2, 0.3], [0.2, 0.1, 0.1], [0.1, 0.0, -0.2], [0.3, 0.8, -1.1], [0.0, 0.0, 0.2], [-0.1, -0.1, -0.1], [0.0, 0.0, 0.0], [0.0, 0.0, 0.0], [0.0, 0.0, 0.0], [-0.1, 0.0, -0.1], [0.0, 0.0, 0.4], [-0.1, 0.1, -0.1], [0.0, -0.1, 0.0], [0.0, 0.1, 0.0], [0.0, 0.0, 0.0], [0.0, 0.0, 0.0], [0.0, 0.0, 0.0], [0.0, 0.0, 0.0], [0.0, 0.0, 0.0], [0.0, 0.0, 0.0], [0.0, 0.0, 0.0], [-0.1, 0.0, 0.0], [0.0, 0.0, 0.0], [0.0, 0.0, 0.0], [0.0, -0.1, 0.0], [0.0, 0.0, 0.1], [0.0, 0.0, 0.0], [0.0, 0.0, 0.0], [0.0, 0.0, 0.0], [0.0, 0.0, 0.0], [0.0, -0.1, 0.0], [0.0, 0.0, 0.0], [0.0, 0.0, 0.0], [0.0, 0.0, 0.0], [0.0, 0.0, 0.0]]
}

=====

{
  "formula": "C44H51KN7P2S2",
  "method": "the ωB97M-V functional and the def2-TZVPD basis",
  "de_lowest_kcal_mol": 9.6,
  "total_charge": 1,
  "mol_weight_g_mol": 843.12,
  "multiplicity": 1,
  "homo_lumo_gap_ev": 7.607,
  "species": ["K", "N", "C", "C", "N", "C", "C", "N", "H", "H", "H", "H", "H", "H", "H", "H", "H", "H", "H", "H", "H", "N", "C", "C", "C", "C", "C", "C", "S", "N", "C", "C", "C", "C", "C", "C", "N", "H", "H", "H", "H", "H", "H", "H", "H", "H", "C", "S", "C", "C", "C", "N", "P", "C", "C", "C", "C", "C", "C", "C", "C", "C", "C", "C", "C", "P", "C", "C", "C", "C", "C", "C", "C", "C", "C", "C", "C", "C", "H", "H", "H", "H", "H", "H", "H", "H", "H", "H", "H", "H", "H", "H", "H", "H", "H", "H", "H", "H", "H", "H", "H", "H", "H", "H", "H", "H", "H"],
  "coordinates": [[-1.23308, -0.43653, 0.75525], [-2.75950, 1.82622, 2.49517], [-1.53526, 2.53714, 2.87900], [-0.69725, 1.66678, 3.79933], [-0.42975, 0.39600, 3.15139], [0.54454, -0.44693, 3.82463], [1.15025, -1.48210, 2.89383], [0.13796, -2.38077, 2.34218], [-3.30125, 2.36706, 1.83163], [-3.35096, 1.70889, 3.31258], [-1.72828, 3.50432, 3.36283], [-0.96387, 2.73588, 1.96655], [-1.20193, 1.54704, 4.77392], [0.25509, 2.16578, 4.00349], [-1.32111, -0.08359, 3.06215], [0.12199, -0.94249, 4.71594], [1.35225, 0.19441, 4.18878], [1.95825, -2.00974, 3.41964], [1.60835, -0.96084, 2.04931], [-0.23382, -2.98714, 3.06615], [0.56183, -2.99674, 1.65548], [-5.76855, -1.80291, -0.04661], [-6.26313, -1.34399, -1.28386], [-7.56858, -1.61563, -1.65300], [-8.04944, -1.17835, -2.87894], [-7.23153, -0.44663, -3.72186], [-5.93138, -0.15051, -3.33600], [-5.43549, -0.61336, -2.12720], [-3.76327, -0.26811, -1.67090], [-3.74271, -0.59174, 0.00634], [-4.65717, -1.28463, 0.56131], [-4.53219, -1.54521, 2.03184], [-5.66106, -1.54651, 2.84174], [-5.50515, -1.76455, 4.20390], [-4.23144, -1.97523, 4.69661], [-3.16725, -1.94709, 3.80419], [-3.29750, -1.73536, 2.50418], [-6.38793, -2.36078, 0.51457], [-8.20908, -2.17831, -0.98603], [-9.06531, -1.40633, -3.16676], [-7.59977, -0.10083, -4.67723], [-5.29352, 0.43383, -3.98605], [-6.63918, -1.34716, 2.42764], [-6.36355, -1.76358, 4.86113], [-4.05201, -2.15504, 5.74715], [-2.15523, -2.10168, 4.16098], [6.16561, -2.36911, -2.10981], [5.43470, -0.86458, -2.76337], [5.20006, 0.03095, -1.20963], [4.48732, 1.35643, -1.43522], [3.09115, 1.23663, -2.02280], [2.08220, 0.64713, -1.11437], [0.76272, -0.29526, -1.75945], [1.07662, -0.41721, -3.53635], [0.44423, 0.51469, -4.35542], [0.64191, 0.48990, -5.72509], [1.45946, -0.47896, -6.28820], [2.08457, -1.41935, -5.48217], [1.89729, -1.38764, -4.11044], [1.10458, -1.99376, -1.17022], [0.08400, -2.93358, -1.30641], [0.25094, -4.22995, -0.85007], [1.43968, -4.60186, -0.23407], [2.45416, -3.66804, -0.07632], [2.28474, -2.37235, -0.54120], [1.41308, 1.50979, 0.21395], [2.69301, 1.72917, 1.48682], [3.61772, 0.73013, 1.78169], [4.43422, 0.82341, 2.89555], [4.32633, 1.90831, 3.75151], [3.39134, 2.89735, 3.48596], [2.57980, 2.80680, 2.36512], [1.16093, 3.19688, -0.43511], [2.15367, 4.17053, -0.54899], [1.88469, 5.38563, -1.15523], [0.61742, 5.64271, -1.66005], [-0.37862, 4.68520, -1.55422], [-0.10613, 3.47113, -0.94279], [6.37645, -3.03001, -2.94787], [5.48089, -2.88237, -1.43308], [7.10262, -2.16911, -1.59081], [6.16519, 0.20613, -0.72956], [4.62026, -0.59579, -0.53278], [5.07793, 1.96506, -2.12649], [4.46718, 1.90933, -0.49367], [3.13298, 0.61686, -2.91635], [2.74663, 2.22574, -2.34633], [-0.20495, 1.26559, -3.91881], [0.15221, 1.21981, -6.35479], [1.60733, -0.50380, -7.35902], [2.72369, -2.17318, -5.91978], [2.40140, -2.10964, -3.48121], [-0.84989, -2.65242, -1.78577], [-0.54632, -4.95032, -0.97421], [1.57274, -5.61401, 0.12179], [3.38259, -3.95068, 0.40309], [3.07343, -1.64314, -0.42979], [3.69998, -0.13580, 1.14006], [5.15692, 0.04441, 3.09710], [4.96347, 1.98016, 4.62193], [3.29331, 3.74791, 4.14677], [1.85145, 3.58496, 2.17558], [3.14279, 3.97729, -0.15595], [2.66300, 6.13145, -1.23721], [0.40894, 6.59108, -2.13586], [-1.36803, 4.88468, -1.94195], [-0.89063, 2.72576, -0.86497]],
  "forces_ev_per_a": [[0.1, -0.1, -0.2], [0.0, -0.1, 0.1], [0.0, 0.2, 0.0], [0.1, 0.1, 0.1], [-0.1, -0.1, 0.1], [0.1, 0.0, 0.2], [0.2, 0.0, -0.1], [-0.1, -0.1, 0.1], [0.0, 0.0, 0.0], [0.0, 0.0, 0.0], [0.0, -0.1, 0.0], [0.0, 0.0, 0.0], [0.0, 0.0, 0.0], [-0.1, 0.0, -0.1], [0.1, 0.0, 0.3], [0.0, 0.0, 0.0], [0.0, 0.0, 0.0], [0.0, 0.0, 0.0], [0.0, 0.0, 0.1], [0.0, 0.0, 0.0], [0.0, 0.0, 0.0], [0.1, -0.1, 0.1], [0.1, 0.0, 0.0], [0.0, 0.0, 0.0], [0.0, 0.0, 0.0], [0.0, 0.0, 0.0], [0.0, 0.0, 0.1], [-0.2, 0.1, -0.1], [0.0, -0.2, 0.2], [-0.3, 0.1, -0.3], [0.0, 0.0, 0.1], [-0.1, 0.0, 0.0], [0.1, 0.0, 0.1], [0.0, 0.0, -0.1], [0.0, 0.0, 0.0], [0.0, 0.0, 0.2], [-0.1, 0.1, -0.2], [0.0, 0.0, 0.0], [0.0, 0.0, 0.0], [0.0, 0.0, 0.0], [0.0, 0.0, 0.0], [0.0, 0.0, 0.0], [0.0, 0.0, 0.0], [0.0, 0.0, 0.0], [0.0, 0.0, 0.0], [0.0, 0.0, 0.0], [0.1, -0.1, 0.1], [0.0, 0.1, 0.0], [0.0, 0.0, 0.1], [0.1, 0.1, 0.0], [-0.1, 0.0, 0.0], [0.1, 0.0, -0.1], [-0.2, 0.0, 0.1], [0.1, -0.1, -0.1], [0.0, 0.1, 0.0], [0.0, 0.0, -0.1], [0.0, 0.0, 0.0], [0.0, 0.0, 0.0], [0.0, 0.0, 0.1], [0.1, 0.0, 0.0], [-0.1, 0.0, -0.1], [0.0, -0.1, 0.0], [0.0, 0.0, 0.0], [0.0, -0.1, 0.0], [0.0, 0.1, 0.0], [-0.2, 0.1, 0.0], [0.0, 0.0, 0.0], [0.0, 0.0, 0.0], [0.1, 0.0, 0.0], [0.0, 0.0, 0.1], [0.0, 0.0, 0.0], [0.0, 0.0, 0.0], [0.1, 0.0, 0.0], [0.0, -0.1, 0.0], [0.0, 0.0, 0.0], [0.0, 0.0, 0.0], [0.0, 0.0, 0.0], [-0.1, 0.0, 0.0], [0.0, 0.0, 0.0], [0.0, 0.0, 0.0], [0.0, 0.1, 0.0], [0.0, 0.0, -0.1], [0.1, 0.0, -0.1], [0.0, 0.0, 0.0], [0.0, 0.0, 0.0], [0.0, 0.0, 0.0], [0.1, 0.0, 0.0], [0.0, 0.0, 0.0], [0.0, 0.0, 0.0], [0.0, 0.0, 0.0], [0.0, 0.0, 0.0], [0.0, 0.0, 0.0], [0.0, 0.0, 0.0], [0.0, 0.0, 0.0], [0.0, 0.0, 0.0], [0.0, 0.0, 0.0], [0.0, 0.0, 0.0], [0.0, 0.0, 0.0], [0.0, 0.0, 0.0], [0.0, 0.0, 0.0], [0.0, 0.0, 0.0], [0.0, 0.0, 0.0], [0.1, 0.0, 0.0], [0.0, 0.0, 0.0], [0.0, 0.0, 0.0], [0.0, 0.0, 0.0], [0.0, 0.0, 0.0]]
}

=====

Number 1: total energy -184391.2075 eV. Number 2: total energy -113457.6258 eV.